{"formula": "C33H50IrN3OP2", "method": "wB97M-V/def2-TZVPD", "elements": ["C", "H", "C", "H", "H", "C", "H", "C", "H", "Ir", "H", "H", "H", "C", "H", "H", "C", "H", "H", "C", "C", "C", "P", "H", "C", "H", "H", "H", "H", "C", "N", "H", "H", "H", "C", "H", "H", "C", "C", "H", "C", "C", "C", "H", "H", "H", "C", "C", "C", "H", "H", "H", "H", "C", "C", "C", "H", "H", "H", "C", "H", "H", "C", "H", "C", "H", "H", "C", "H", "H", "C", "H", "H", "C", "H", "N", "P", "H", "H", "C", "H", "C", "H", "C", "H", "H", "N", "C", "H", "O"], "positions_angstrom": [[-2.36332, 1.79857, 1.77178], [-1.07555, -2.10356, 4.98214], [1.32709, 1.78662, 1.75356], [2.39332, 3.21397, 2.93828], [-3.05328, 0.61172, -3.85204], [-1.64964, -0.44946, 3.73832], [1.79749, -2.35909, -4.92489], [2.33022, 2.76802, 1.94454], [-3.83158, -0.19232, 3.48848], [0.09388, -0.61721, 0.37771], [0.41218, 1.86448, 3.69202], [-0.92873, -1.13697, -2.91549], [-2.48281, 3.55346, 0.51443], [-3.07153, -0.98154, 3.49394], [4.37732, -1.62671, -2.85550], [-1.16427, 3.91135, -1.79745], [4.51332, -1.18662, -1.86710], [2.86686, 0.79724, -2.39559], [3.23191, -1.00513, 1.28620], [2.97129, 2.56590, -0.36749], [1.96697, 0.69080, -1.78130], [-3.20993, 3.95964, -4.53656], [1.66658, -1.08164, -1.33502], [4.15695, 0.14642, 0.28091], [-1.45393, 1.24038, -1.81001], [-0.55669, 0.74322, 5.20232], [-3.63694, 1.79413, 3.58466], [-2.21876, 5.50783, -3.39489], [4.86752, -1.40410, 0.74589], [0.65555, -3.35060, -2.60229], [-1.28497, -2.95290, 0.47552], [2.64383, -0.98199, -4.21862], [-1.06464, 2.55706, 0.16631], [-0.35977, -1.72924, -4.48609], [3.43226, -3.12256, -0.67712], [-2.23173, 1.30039, 4.97090], [-0.12208, -3.34813, -1.82528], [1.12058, -1.92546, -2.93767], [-1.69640, 2.93340, 0.97438], [3.86889, 3.94055, 1.01568], [-1.05176, -3.85563, 1.18265], [-3.44244, 2.58690, -4.66517], [3.12177, 3.16602, 0.88929], [4.59673, -0.09715, -1.96905], [2.61667, -3.47434, -0.03067], [1.12358, 1.04789, -2.39259], [-2.99545, 2.46546, 3.00403], [-2.39832, 4.43600, -3.50180], [0.34587, 1.43525, 2.69504], [-1.91484, -0.19806, 5.84498], [0.29896, -1.35720, 4.15535], [-3.12713, -1.54333, 2.55108], [-2.24379, 2.92594, 3.65681], [-2.04074, 2.15413, -2.71827], [-3.47530, 1.14889, 0.93291], [-0.74806, -4.99479, 2.00943], [5.47759, -1.55025, -1.47714], [-0.00344, -4.72233, 2.77283], [1.48288, -3.98933, -2.27316], [3.43861, -1.59392, -0.84346], [0.23998, -3.79539, -3.51904], [-4.12104, 0.50373, 1.53915], [-1.80817, 3.54712, -2.59772], [-1.09025, 3.58137, 1.62230], [-2.86928, 1.68195, -3.76530], [-4.07728, 2.21347, -5.47216], [3.04514, -2.66606, -3.72739], [-0.06046, -1.18085, -3.57860], [3.55676, 2.84824, -1.23910], [0.20465, -0.16202, -3.88826], [-1.58315, 0.42304, 4.99892], [-0.84988, -2.42433, 3.25710], [-1.65106, -5.35329, 2.51658], [-0.74932, -1.65340, 4.03222], [-3.66251, 4.66327, -5.24449], [-1.10703, 0.38193, -1.07677], [-1.06261, 0.46698, 2.19321], [-3.64426, 3.27963, 2.64225], [-4.09938, 1.94939, 0.50722], [2.23652, -1.97559, -3.99123], [-3.33014, -1.67286, 4.31031], [3.92787, -0.91311, 0.45000], [3.37643, -3.63195, -1.64819], [2.07607, 1.50961, -0.50117], [-3.07109, 0.56066, 0.10657], [-0.33915, -5.80341, 1.39061], [1.28082, 1.14859, 0.51961], [0.99279, -1.75379, 1.49437], [4.37878, -3.42632, -0.20505], [1.56143, -2.46666, 2.23340]], "atomic_forces_ev_per_a": [[-0.4, 0.2, -0.7], [0.1, 0.2, -0.3], [0.5, -0.1, -1.0], [0.2, 0.0, -0.4], [0.0, 0.3, -0.1], [-0.1, -0.7, 0.2], [0.0, 0.1, 0.3], [-0.6, -0.1, 0.6], [0.2, -0.3, 0.0], [-3.0, -1.1, -2.5], [0.0, 0.0, -0.2], [0.1, -0.1, -0.2], [0.2, -0.2, 0.2], [-0.2, 0.0, -0.1], [0.1, 0.2, 0.3], [-0.2, 0.0, -0.3], [0.0, -0.1, -0.5], [-0.2, 0.0, 0.2], [0.2, 0.1, 0.0], [0.0, 0.0, 0.2], [-0.3, 0.4, 0.2], [-0.4, 0.7, -0.6], [2.4, 1.4, -0.9], [-0.1, -0.3, 0.1], [-1.0, 0.6, -1.4], [-0.2, -0.1, 0.1], [0.2, 0.2, -0.2], [-0.1, -0.3, 0.0], [-0.3, 0.1, -0.1], [0.0, -0.2, 0.1], [0.4, -1.5, 1.4], [0.0, -0.2, 0.0], [0.0, 0.1, 0.2], [0.2, 0.1, 0.3], [0.3, -0.1, 0.1], [0.2, -0.3, 0.1], [0.1, -0.1, -0.3], [-0.8, -0.6, -0.3], [0.2, 0.0, -0.1], [-0.1, 0.0, 0.1], [-0.7, 1.6, -1.7], [-0.3, 1.1, -0.6], [0.2, 0.0, -0.6], [0.1, -0.3, 0.0], [0.2, 0.0, -0.2], [0.2, -0.1, 0.3], [0.0, 0.0, 0.3], [-0.7, 0.4, -1.0], [0.5, 0.4, 0.4], [0.1, 0.1, -0.3], [-0.2, -0.1, 0.0], [-0.1, 0.1, 0.2], [-0.2, -0.1, -0.1], [1.4, -1.7, 2.0], [-0.2, -0.1, -0.1], [0.2, -0.5, 0.5], [-0.3, 0.1, -0.1], [-0.2, -0.1, -0.2], [-0.3, 0.1, -0.1], [0.0, -0.3, 0.2], [0.1, 0.1, 0.3], [0.1, 0.2, -0.2], [0.7, -0.1, 0.9], [-0.1, -0.2, -0.2], [0.0, -1.2, 0.2], [0.2, 0.1, 0.3], [-0.2, 0.2, -0.1], [-0.2, 0.2, 0.1], [0.0, 0.1, 0.3], [-0.1, -0.2, 0.0], [-0.1, 0.4, 0.1], [0.1, 0.2, 0.2], [0.1, 0.1, -0.1], [0.1, -0.2, -0.2], [0.2, -0.4, 0.4], [0.7, 0.1, 0.8], [-0.1, 1.1, 1.6], [0.2, -0.3, 0.0], [0.1, -0.2, 0.2], [0.4, 0.0, 0.0], [0.1, 0.2, -0.2], [-0.3, 0.1, 0.2], [0.0, 0.1, 0.3], [-0.4, -0.3, 0.0], [-0.2, 0.1, 0.1], [-0.1, 0.2, 0.1], [0.7, 1.1, 0.2], [2.7, -3.2, 4.1], [-0.3, 0.0, -0.1], [-2.0, 2.5, -3.0]], "lowdin_spin": [0.060, 0.000, 0.030, 0.005, 0.014, 0.036, 0.005, 0.134, 0.000, 1.169, 0.018, 0.001, 0.001, 0.002, 0.000, 0.014, 0.002, -0.001, 0.000, 0.137, 0.001, 0.199, 0.105, 0.001, 0.184, 0.000, 0.000, 0.005, 0.000, 0.003, 0.092, 0.000, 0.000, 0.002, 0.001, 0.000, 0.002, 0.050, 0.007, -0.003, 0.044, 0.254, -0.006, 0.000, 0.001, 0.001, 0.014, 0.243, 0.446, 0.003, 0.002, 0.001, 0.001, 0.168, 0.008, 0.006, 0.000, 0.003, 0.000, 0.004, 0.000, 0.000, 0.379, 0.003, 0.386, 0.005, 0.000, 0.003, 0.007, 0.001, 0.011, 0.001, 0.001, 0.004, 0.005, 0.220, 0.173, 0.004, 0.003, 0.017, 0.001, 0.000, 0.000, 0.031, 0.002, 0.000, 0.225, 0.044, 0.000, 0.005], "homo_ha": [-0.5003, -0.6398], "charge": 3, "e_tot_ev": -62937.24349, "e_above_lowest_ev": 0.0000, "spin_multiplicity": 6}

=====

{"formula": "C4H8NO2", "method": "wB97M-V/def2-TZVPD", "elements": ["N", "O", "C", "H", "H", "C", "C", "H", "C", "O", "H", "H", "H", "H", "H"], "positions_angstrom": [[0.73212, 0.29051, 0.90573], [-2.75605, 0.26379, -0.43891], [-1.72792, 0.41227, 0.43183], [1.18673, 1.51766, 0.55661], [-1.06895, -1.60016, -1.25500], [2.04418, 0.67203, 0.24424], [-0.32965, 0.09360, -0.12096], [-0.09575, 0.73891, -0.97315], [-0.21423, -1.35031, -0.61567], [2.39763, 0.77277, -0.97141], [-1.82548, -0.17522, 1.38943], [-1.64071, 1.47160, 0.80764], [-0.22127, -1.99227, 0.27652], [0.68515, -1.53223, -1.20628], [2.83422, 0.41705, 0.96938]], "atomic_forces_ev_per_a": [[-0.3, -1.0, -1.3], [-0.1, -0.3, 0.0], [-0.3, 0.5, -0.1], [0.7, 1.1, 1.0], [-0.2, 0.1, 0.2], [-0.6, 0.6, 0.6], [1.1, -0.4, 0.3], [-0.3, 0.2, -0.1], [-0.5, -0.1, 0.0], [0.0, -0.9, -0.9], [0.0, -0.2, -0.1], [0.1, 0.0, 0.1], [0.0, -0.1, -0.2], [0.2, 0.2, 0.2], [0.0, 0.4, 0.4]], "lowdin_spin": [0.453, 0.003, 0.002, 0.090, 0.006, 0.202, 0.031, 0.006, 0.031, 0.152, 0.000, 0.000, 0.005, 0.005, 0.016], "homo_ha": [0.1063, 0.0412], "charge": -2, "e_tot_ev": -9856.15614, "e_above_lowest_ev": 4.3950, "spin_multiplicity": 2}

=====

{"formula": "C17H19N5O3S", "method": "wB97M-V/def2-TZVPD", "elements": ["C", "C", "N", "H", "C", "C", "H", "H", "N", "C", "C", "C", "H", "C", "H", "C", "H", "C", "H", "H", "C", "O", "C", "C", "O", "N", "H", "S", "C", "H", "H", "H", "H", "H", "C", "O", "H", "H", "C", "N", "H", "H", "C", "H", "N"], "positions_angstrom": [[-4.37940, -2.08120, -0.85416], [1.19849, 2.47888, -0.62678], [-3.07752, -0.21721, -0.22524], [-3.16082, -4.83407, 0.20808], [0.04655, 2.63692, 1.59389], [5.49349, -2.40579, 0.05125], [1.27696, 4.17304, 0.67778], [-0.35246, 2.34384, -2.10076], [-2.81587, -2.25316, 0.93272], [2.03675, -1.11725, 0.32136], [-4.08604, -0.69891, -1.10534], [-1.14336, 3.38942, -0.38608], [2.11920, 2.70747, -1.17438], [-4.05478, -4.24004, 0.38919], [2.69518, 0.85446, 0.67504], [-2.52507, -1.01538, 0.72089], [-2.11277, 3.29347, -0.87197], [-1.70719, 1.27796, 0.57661], [0.25264, 1.69212, 2.10151], [-1.04604, 4.39683, 0.02625], [3.41258, -1.61763, 0.04241], [3.88016, -1.56186, -1.22330], [1.26940, 3.08621, 0.77906], [4.37208, -2.12550, 0.86970], [0.25875, 0.33157, -1.23874], [-2.62001, 1.04666, -0.28979], [-4.32672, -4.36869, 1.43473], [-1.34847, -0.11750, 1.64226], [5.13346, -2.04016, -1.20795], [1.32471, -1.50760, -0.41215], [2.18168, 2.80687, 1.30652], [4.28729, -2.28929, 1.92449], [-0.19528, 3.38686, 2.35719], [0.28095, 3.98606, -1.89997], [-0.00582, 3.07715, -1.37193], [-4.58729, 0.03331, -1.92648], [1.73276, -1.43271, 1.32481], [5.65862, -2.07071, -2.14176], [1.08079, 0.94656, -0.59488], [1.96962, 0.33015, 0.21447], [6.43048, -2.81999, 0.36123], [-5.12920, -2.52839, -1.48648], [-3.75845, -2.80106, 0.12286], [-4.86026, -4.59482, -0.24622], [-1.09977, 2.46311, 0.73005]], "atomic_forces_ev_per_a": [[0.0, -0.3, 0.1], [-0.1, 0.1, -0.2], [0.2, -0.8, 0.4], [0.0, -0.1, 0.0], [0.1, 0.2, 0.3], [0.1, 0.1, -0.6], [0.1, 0.0, 0.0], [0.0, 0.1, 0.0], [0.5, -0.1, 0.5], [0.1, -0.1, -0.3], [0.0, 0.2, -0.1], [-0.1, 0.2, -0.3], [0.0, 0.0, 0.0], [-0.1, 0.1, -0.1], [-0.1, 0.1, -0.1], [-0.2, -0.2, -0.1], [0.1, 0.1, 0.1], [-0.5, -1.2, 0.6], [0.1, 0.1, 0.0], [-0.1, 0.0, 0.0], [0.0, -0.2, 0.9], [-0.5, 0.2, -0.3], [0.0, -0.2, -0.1], [-0.6, 0.2, -0.3], [-0.2, -0.2, -0.3], [0.0, 1.2, -0.6], [0.0, 0.0, 0.1], [-0.1, 0.4, -0.3], [0.7, -0.3, 0.4], [0.0, 0.0, 0.2], [0.0, 0.1, 0.1], [-0.1, 0.0, 0.2], [0.1, -0.1, 0.0], [0.0, 0.0, 0.0], [0.0, -0.1, 0.0], [0.0, 0.0, -0.1], [0.1, -0.1, -0.2], [0.0, 0.0, -0.2], [0.2, 0.4, 0.0], [0.3, -0.2, 0.3], [0.2, -0.1, 0.0], [-0.1, 0.0, -0.1], [-0.2, 0.2, -0.3], [-0.1, -0.1, 0.0], [0.2, 0.3, 0.0]], "nbo_charge": [-0.387, -0.311, -0.244, 0.229, -0.208, -0.319, 0.217, 0.255, -0.532, -0.275, 0.621, -0.223, 0.239, -0.637, 0.396, 0.288, 0.254, 0.321, 0.209, 0.194, 0.252, -0.394, -0.415, -0.301, -0.627, -0.317, 0.230, 0.313, 0.094, 0.260, 0.211, 0.226, 0.205, 0.213, -0.424, -0.586, 0.214, 0.205, 0.688, -0.619, 0.230, 0.230, 0.248, 0.215, -0.441], "homo_ha": -0.2957, "e_tot_ev": -42365.55507, "smiles": "Cc1cc(=O)n2nc(N3CCC(C(=O)NCc4ccco4)CC3)sc2n1", "e_above_lowest_ev": 1.3091}

=====

{"formula": "C6H12", "method": "wB97M-V/def2-TZVPD", "elements": ["H", "C", "C", "H", "C", "H", "H", "H", "H", "H", "H", "C", "H", "H", "H", "C", "C", "H"], "positions_angstrom": [[0.91871, -1.42952, 1.12731], [-0.76436, -0.70803, -0.37040], [-1.83513, -0.19477, 0.51002], [-2.32368, -0.91940, 1.16128], [0.91194, -0.57629, 0.44745], [-2.54342, 0.44903, -0.01477], [2.76801, -1.08626, -0.55025], [-1.02516, 2.51493, 0.98543], [-0.68110, -0.23669, -1.34530], [-0.70060, 1.94927, -0.65915], [1.46975, 0.22531, 0.92683], [-0.59643, 0.45920, 1.01058], [1.35218, -1.75619, -1.38418], [0.63927, 2.17828, 0.49151], [1.73236, -0.02593, -1.51067], [-0.39784, 1.83166, 0.39794], [1.72575, -0.88640, -0.83094], [-0.65026, -1.78820, -0.39270]], "atomic_forces_ev_per_a": [[0.0, 0.2, -0.1], [-0.1, -0.2, -0.3], [-0.1, -0.1, 0.0], [0.1, 0.1, -0.1], [0.4, -0.1, 0.1], [0.1, 0.0, 0.1], [-0.2, 0.0, 0.0], [0.1, -0.1, -0.1], [0.0, 0.0, 0.2], [0.0, -0.1, 0.2], [0.0, -0.1, 0.0], [-0.1, 0.2, -0.1], [0.0, 0.1, 0.1], [-0.2, 0.0, 0.0], [0.0, -0.1, 0.1], [0.1, 0.0, 0.0], [0.0, 0.0, -0.1], [0.0, 0.2, 0.0]], "nbo_charge": [0.216, -0.325, -0.499, 0.209, -0.359, 0.211, 0.216, 0.234, 0.217, 0.175, 0.231, -0.051, 0.197, 0.204, 0.205, -0.683, -0.628, 0.229], "homo_ha": -0.2657, "e_tot_ev": -6411.56761, "e_above_lowest_ev": 5.3731}

=====

{"formula": "C12H16N4O3", "method": "wB97M-V/def2-TZVPD", "elements": ["H", "C", "N", "H", "C", "H", "N", "C", "H", "H", "H", "C", "H", "H", "C", "H", "N", "N", "C", "C", "H", "C", "C", "C", "O", "H", "H", "H", "C", "H", "C", "O", "H", "O", "H"], "positions_angstrom": [[0.17052, -0.86412, -1.33252], [2.38632, 0.52015, 0.46202], [0.28852, 1.70867, -0.21689], [-1.45040, -3.46711, 3.48967], [-0.56276, 2.98264, -1.98954], [-2.86466, -2.95655, 1.48056], [0.86684, -2.00835, 1.55614], [-1.03721, -2.98510, 2.61954], [-2.58726, 2.35881, -1.37887], [3.10908, 1.18569, -0.01256], [2.74790, -1.50968, -0.17188], [-1.01979, 1.37586, -0.26744], [2.40232, -0.39979, -1.51047], [0.52114, 0.72388, 1.54262], [-1.24464, -2.08084, 0.40936], [-0.83617, 3.96635, -1.60642], [-2.07241, -1.79618, -0.69937], [0.75768, -1.11653, -0.54393], [-1.59496, 1.94640, -1.54767], [0.30353, -2.61202, 2.57640], [-0.47073, 3.05000, -3.07145], [2.12398, -0.67000, -0.49037], [1.14437, 1.31963, 0.87078], [-1.81500, -2.70616, 1.51632], [-1.57408, -1.26793, -1.69423], [2.82757, 0.14771, 1.38565], [1.33611, 1.89993, -2.02330], [1.47799, 2.21406, 1.41334], [0.13436, -1.72480, 0.46906], [-1.68896, 1.12305, -2.25963], [0.73934, 2.50788, -1.33108], [-3.24448, -2.10596, -0.64442], [1.36023, 3.33733, -0.97989], [-1.59586, 0.70759, 0.56606], [0.96154, -2.80451, 3.41441]], "atomic_forces_ev_per_a": [[0.2, -0.2, 0.3], [-0.2, 0.0, -0.1], [0.2, 0.4, 0.0], [0.0, 0.0, 0.1], [0.0, 0.0, 0.0], [0.0, 0.0, 0.0], [0.3, 0.2, -0.3], [0.1, 0.0, 0.0], [0.0, -0.1, 0.0], [0.1, 0.0, 0.0], [0.0, 0.1, -0.2], [-0.2, 0.1, -0.1], [0.0, -0.1, 0.1], [0.1, 0.1, 0.0], [0.6, -0.4, 1.3], [0.0, 0.0, 0.0], [-0.5, 0.0, -0.6], [-0.2, 0.1, -0.5], [-0.1, 0.0, -0.1], [-0.4, -0.1, 0.2], [0.0, 0.1, 0.0], [0.3, 0.1, 0.3], [0.2, -0.2, 0.2], [0.1, 0.2, -0.3], [-0.1, 0.0, -0.2], [0.1, 0.0, 0.0], [0.1, 0.1, 0.0], [-0.1, -0.1, 0.0], [-0.4, -0.2, -0.3], [0.0, 0.0, 0.0], [0.1, 0.1, -0.1], [-0.1, 0.0, 0.0], [0.0, 0.0, -0.1], [-0.3, 0.0, 0.2], [0.0, -0.1, 0.1]], "nbo_charge": [0.437, -0.424, -0.442, 0.225, -0.404, 0.249, -0.509, -0.331, 0.238, 0.201, 0.220, 0.703, 0.201, 0.242, -0.021, 0.209, 0.532, -0.577, -0.509, 0.112, 0.217, -0.220, -0.221, -0.110, -0.449, 0.227, 0.177, 0.197, 0.422, 0.246, -0.203, -0.377, 0.198, -0.649, 0.193], "homo_ha": -0.3039, "e_tot_ev": -24804.84432, "smiles": "O=C1CCCN1CCCNc1ncccc1[N+](=O)[O-]", "e_above_lowest_ev": 0.0000}